# 1
Here is 2 unconnected molecules or ions with the total composition C10H14N3 in a non-equilibrium geometry from the Open Molecules 2025 dataset. Energies are from ωB97M-V/def2-TZVPD.

The LUMO energy (alpha / beta) comes out at -5.2 / -5.2 eV. The calculation puts the HOMO energy (alpha / beta) at -0.46065 / -0.46058 hartree. For the HOMO-LUMO gap (alpha / beta), the calculation gives 7.306 / 7.319 eV. The value obtained for the calculated total energy is -553.2550 hartree. Its energy above the lowest of the compared OMol25 structures with the same formula, charge and spin is 151.7 kcal per mole.

ORCA input file:
```
! wB97M-V def2-TZVPD RIJCOSX def2/J DEFGRID3
* xyz 1 1
C 2.73 -1.50 0.03
C 3.52 -0.35 -0.09
C 1.34 -1.36 0.33
C 3.01 0.93 -0.32
C 0.84 -0.08 0.14
C 1.65 1.08 -0.27
C -0.46 0.47 0.11
C -0.80 0.83 2.43
C -2.90 0.60 -0.37
C -1.55 -0.93 -1.66
N 0.81 2.07 -0.57
N -0.42 1.77 -0.44
N -1.68 -0.28 -0.37
H 3.28 -2.52 0.07
H 4.61 -0.60 -0.15
H 0.89 -2.29 0.59
H 3.60 1.73 -0.46
H -1.62 0.21 2.63
H -0.49 1.87 2.48
H 0.21 0.34 2.63
H -3.74 -0.11 -0.74
H -3.36 0.94 0.63
H -2.62 1.40 -0.91
H -2.63 -1.30 -2.06
H -1.28 -0.20 -2.52
H -0.97 -1.73 -1.53
H -1.97 -1.01 0.38
*
```

***

# 2
Here is a gas-phase ion, C10H14N3 (charge +1) in a non-equilibrium geometry from the Open Molecules 2025 dataset. Energies are from ωB97M-V/def2-TZVPD.

The LUMO energy comes out at -3.0 eV. The calculation puts the HOMO energy at -0.46707 hartree. For the HOMO-LUMO gap, the calculation gives 9.747 eV. Its SMILES is [H]/N=C(\N)[N@H+]1CCc2ccccc2C1. The value obtained for the calculated total energy is -553.4968 hartree. Its energy above the lowest of the compared OMol25 structures with the same formula, charge and spin is 0.0 kcal per mole.

ORCA input file:
```
! wB97M-V def2-TZVPD RIJCOSX def2/J DEFGRID3
* xyz 1 1
N -0.24 -2.54 -2.36
C 0.60 -2.28 -1.47
N 1.58 -3.02 -0.91
H 1.73 -3.95 -1.24
H 2.23 -2.66 -0.23
N 0.47 -0.92 -0.86
H 1.36 -0.66 -0.43
C -0.53 -0.96 0.26
C -0.42 0.34 0.99
C -0.24 0.44 2.36
C -0.11 1.69 2.94
C -0.14 2.83 2.15
C -0.31 2.73 0.77
C -0.45 1.49 0.19
C -0.70 1.28 -1.28
C 0.11 0.12 -1.87
H -0.46 -0.39 -2.65
H 1.04 0.49 -2.30
H -0.48 2.19 -1.84
H -1.77 1.07 -1.41
H -0.33 3.62 0.16
H -0.03 3.80 2.60
H 0.02 1.78 4.00
H -0.22 -0.45 2.97
H -1.51 -1.11 -0.20
H -0.31 -1.81 0.91
H -0.23 -3.45 -2.79
*
```

***

# 3
Here is a gas-phase ion, C10H14N3S (charge +1) in a non-equilibrium geometry from the Open Molecules 2025 dataset. Energies are from ωB97M-V/def2-TZVPD.

The LUMO energy comes out at -3.1 eV. The calculation puts the HOMO energy at -0.43183 hartree. For the HOMO-LUMO gap, the calculation gives 8.610 eV. Its SMILES is C/[NH+]=C/C1(c2sccc2C)NC=CN1. The value obtained for the calculated total energy is -951.5615 hartree. Its energy above the lowest of the compared OMol25 structures with the same formula, charge and spin is 44.0 kcal per mole.

ORCA input file:
```
! wB97M-V def2-TZVPD RIJCOSX def2/J DEFGRID3
* xyz 1 1
C -3.59 0.74 -0.19
C 1.21 -2.19 1.01
C 1.30 -1.18 1.94
C -3.84 -0.55 -0.48
C -2.16 0.97 0.01
C -1.45 -0.22 0.05
C 0.08 -0.40 0.09
C -1.60 2.44 -0.01
C 3.48 0.33 -1.26
C 1.12 -0.08 -0.97
N 0.49 -1.79 -0.13
N 0.68 -0.05 1.46
N 2.29 0.22 -0.57
S -2.44 -1.55 -0.35
H -4.26 1.60 0.06
H 1.32 -3.22 1.29
H 2.05 -1.07 2.75
H -4.80 -1.18 -0.44
H -2.52 3.09 -0.13
H -1.07 2.65 0.97
H -0.89 2.61 -0.82
H 3.29 0.69 -2.27
H 4.35 0.85 -0.64
H 3.78 -0.69 -1.50
H 0.87 -0.45 -1.98
H 0.15 0.48 2.16
H -0.14 -2.45 -0.52
H 2.31 0.43 0.49
*
```

***

# 4
Here is a molecular structure, C10H15AlN5O3S2 from the Open Molecules 2025 dataset. Energies are from ωB97M-V/def2-TZVPD.

The LUMO energy comes out at -2.8 eV. The calculation puts the HOMO energy at -0.41116 hartree. For the HOMO-LUMO gap, the calculation gives 8.375 eV. The value obtained for the calculated total energy is -1928.2795 hartree. Its energy above the lowest of the compared OMol25 structures with the same formula, charge and spin is 6.3 kcal per mole.

ORCA input file:
```
! wB97M-V def2-TZVPD RIJCOSX def2/J DEFGRID3
* xyz 1 1
Al -0.78 -0.06 0.00
S -0.75 0.97 1.97
C -1.57 2.17 0.96
S -1.93 1.70 -0.71
C -1.92 3.39 1.44
C -2.58 4.35 0.60
N -3.11 5.12 -0.07
C -1.62 3.75 2.79
N -1.38 4.05 3.88
C -4.13 -1.99 -0.11
O -3.21 -3.07 0.25
C -1.95 -2.80 0.31
O -1.49 -1.67 0.03
N -1.18 -3.82 0.68
N 0.19 -3.65 0.83
H -5.09 -2.47 -0.23
H -3.81 -1.53 -1.05
H -4.16 -1.26 0.69
H -1.64 -4.70 0.88
H 0.68 -4.31 0.25
H 0.44 -3.81 1.80
C 4.09 1.15 -1.13
N 2.88 0.49 -0.60
C 2.88 0.00 0.79
C 1.80 0.38 -1.32
C 1.70 0.94 -2.69
O 0.77 -0.21 -0.83
H 4.90 1.00 -0.42
H 3.92 2.21 -1.25
H 4.38 0.71 -2.08
H 3.78 0.37 1.28
H 2.87 -1.09 0.81
H 2.02 0.38 1.33
H 2.63 0.85 -3.25
H 1.46 2.01 -2.61
H 0.89 0.45 -3.23
*
```

***

# 5
Here is C10H15B in the gas phase in a non-equilibrium geometry from the Open Molecules 2025 dataset. Energies are from ωB97M-V/def2-TZVPD.

The LUMO energy comes out at 0.3 eV. The calculation puts the HOMO energy at -0.31329 hartree. For the HOMO-LUMO gap, the calculation gives 8.864 eV. Its SMILES is C#CB(C)C(=C)C1CCCC1. The value obtained for the calculated total energy is -414.7844 hartree. Its energy above the lowest of the compared OMol25 structures with the same formula, charge and spin is 16.1 kcal per mole.

ORCA input file:
```
! wB97M-V def2-TZVPD RIJCOSX def2/J DEFGRID3
* xyz 0 1
B 1.53 -0.19 -0.37
C 0.86 -2.50 0.83
C 1.11 -1.47 0.24
C 1.52 0.89 1.90
C -1.36 -0.07 -1.35
C -2.06 -0.82 -0.21
C -1.05 1.30 -0.75
C -1.54 -0.18 1.09
C -0.60 0.97 0.68
C 0.88 0.60 0.77
C 2.41 0.20 -1.60
H 0.60 -3.33 1.42
H 1.01 1.33 2.75
H 2.56 0.65 2.04
H -0.43 -0.58 -1.62
H -1.98 0.00 -2.24
H -3.14 -0.69 -0.28
H -1.84 -1.89 -0.25
H -0.29 1.85 -1.31
H -1.96 1.90 -0.71
H -2.37 0.21 1.68
H -1.00 -0.91 1.71
H -0.76 1.83 1.34
H 2.77 1.23 -1.54
H 1.84 0.12 -2.53
H 3.27 -0.46 -1.71
*
```

***

# 6
Here is 11 unconnected molecules or ions with the total composition C10H15BCl30O5PS in a non-equilibrium geometry from the Open Molecules 2025 dataset. Energies are from ωB97M-V/def2-TZVPD.

The LUMO energy comes out at -5.3 eV. The calculation puts the HOMO energy at -0.44543 hartree. For the HOMO-LUMO gap, the calculation gives 6.783 eV. The value obtained for the calculated total energy is -15336.1449 hartree.

ORCA input file:
```
! wB97M-V def2-TZVPD RIJCOSX def2/J DEFGRID3
* xyz 1 1
O -0.92 1.61 0.43
P -0.73 0.27 1.28
O -2.18 -0.26 2.09
O 0.05 -0.96 0.31
S 0.66 0.81 2.89
B 0.06 -0.24 4.35
O 0.82 -1.42 4.87
O -1.23 0.05 5.02
H -2.92 -0.49 1.45
H 0.92 -0.63 -0.07
H 1.96 0.45 2.51
H 1.20 -1.92 4.09
H -1.45 0.99 4.73
C 3.91 -0.84 6.60
Cl 3.99 -0.65 4.84
Cl 5.51 -1.24 7.25
Cl 3.28 0.63 7.36
H 3.24 -1.67 6.82
C 2.45 -5.02 6.71
Cl 2.53 -4.83 4.95
Cl 4.05 -5.42 7.37
Cl 1.82 -3.55 7.47
H 1.78 -5.85 6.94
C -1.39 3.72 -2.31
Cl -2.68 2.51 -2.13
Cl 0.08 2.97 -2.94
Cl -1.92 5.04 -3.37
H -1.17 4.14 -1.33
C -0.82 -1.38 10.12
Cl -0.55 -1.02 8.41
Cl -2.08 -2.61 10.31
Cl 0.69 -1.91 10.89
H -1.15 -0.46 10.61
C -0.17 7.55 -0.60
Cl -0.47 7.77 -2.33
Cl -1.30 8.52 0.36
Cl -0.29 5.84 -0.16
H 0.85 7.89 -0.38
C -1.88 -1.49 -3.31
Cl -0.24 -0.89 -3.64
Cl -2.04 -3.18 -3.83
Cl -2.27 -1.32 -1.59
H -2.59 -0.89 -3.88
C -1.45 -1.90 -7.42
Cl -1.75 -1.68 -9.15
Cl -2.58 -0.93 -6.46
Cl -1.57 -3.61 -6.98
H -0.44 -1.56 -7.20
C 3.93 -2.15 -3.54
Cl 3.48 -3.80 -4.03
Cl 3.07 -0.96 -4.53
Cl 3.59 -1.90 -1.82
H 5.00 -2.02 -3.70
C -4.64 8.05 -3.87
Cl -3.71 7.12 -5.06
Cl -6.19 7.26 -3.54
Cl -3.71 8.26 -2.38
H -4.84 9.04 -4.29
C 0.91 -6.08 -9.05
Cl -0.86 -5.99 -9.02
Cl 1.56 -5.09 -10.36
Cl 1.58 -5.57 -7.49
H 1.19 -7.12 -9.22
*
```

***

# 7
Here is a molecular structure, C10H15Br9F3NO3 in a non-equilibrium geometry from the Open Molecules 2025 dataset. Energies are from ωB97M-V/def2-TZVPD.

The LUMO energy (alpha / beta) comes out at -4.9 / -9.6 eV. The calculation puts the HOMO energy (alpha / beta) at -0.43436 / -0.43179 hartree. For the HOMO-LUMO gap (alpha / beta), the calculation gives 6.958 / 2.137 eV. The value obtained for the calculated total energy is -24135.8169 hartree.

ORCA input file:
```
! wB97M-V def2-TZVPD RIJCOSX def2/J DEFGRID3
* xyz 1 2
C -3.57 1.12 3.94
C -2.69 1.23 2.69
O -1.66 1.91 2.67
N -2.97 0.44 1.66
C -2.13 0.24 0.50
H -3.59 0.07 4.24
H -4.58 1.45 3.73
H -3.23 1.71 4.79
H -3.86 -0.04 1.67
H -1.31 0.97 0.50
H -2.70 0.39 -0.42
H -1.68 -0.75 0.54
C 2.53 4.23 2.96
C 1.50 3.19 2.96
O 1.89 2.08 2.17
C 1.90 2.09 0.77
O 1.56 3.04 0.13
C 2.31 0.75 0.01
F 2.50 -0.27 0.85
F 1.33 0.38 -0.83
F 3.37 1.01 -0.67
H 3.44 3.87 3.43
H 2.40 5.13 3.57
H 2.85 4.47 1.95
H 0.60 3.66 2.55
H 1.24 2.89 3.97
C 0.43 -7.74 -3.95
Br -0.52 -6.83 -2.46
Br 1.77 -8.98 -3.24
Br 1.31 -6.54 -5.19
H -0.26 -8.28 -4.61
C 0.70 1.20 -4.32
Br 1.68 2.84 -3.62
Br 0.46 1.35 -6.29
Br -1.01 0.98 -3.29
H 1.32 0.32 -4.17
C -0.28 -2.85 -1.88
Br 0.66 -2.20 -3.51
Br -2.15 -2.12 -1.77
Br 0.78 -2.48 -0.16
H -0.33 -3.94 -1.87
*
```

***

# 8
Here is a molecular structure, C10H15CaCl3N5O12 in a non-equilibrium geometry from the Open Molecules 2025 dataset. Energies are from ωB97M-V/def2-TZVPD.

The LUMO energy comes out at 1.7 eV. The calculation puts the HOMO energy at -0.22407 hartree. For the HOMO-LUMO gap, the calculation gives 7.843 eV. The value obtained for the calculated total energy is -3624.3309 hartree. Its energy above the lowest of the compared OMol25 structures with the same formula, charge and spin is 11.7 kcal per mole.

ORCA input file:
```
! wB97M-V def2-TZVPD RIJCOSX def2/J DEFGRID3
* xyz -1 1
Ca 0.38 0.62 -0.08
Cl 2.88 3.41 -1.33
O 2.30 4.65 -0.94
O 4.29 3.42 -1.10
O 2.34 2.31 -0.59
O 2.54 3.22 -2.73
Cl 1.33 -1.97 -3.00
O 1.23 -0.78 -2.15
O 1.39 -3.14 -2.15
O 0.18 -1.98 -3.87
O 2.57 -1.91 -3.72
Cl -2.38 2.68 2.02
O -2.27 1.63 2.99
O -2.02 3.92 2.65
O -1.51 2.36 0.89
O -3.73 2.74 1.52
C -1.70 -3.39 2.05
C -1.03 -2.08 2.01
N -0.49 -1.07 2.00
H -1.71 -3.82 1.04
H -2.75 -3.21 2.27
H -1.21 -4.03 2.77
C -3.96 -1.39 -1.64
C -2.66 -0.93 -1.20
N -1.67 -0.51 -0.80
H -4.24 -0.94 -2.59
H -4.66 -1.01 -0.89
H -4.09 -2.47 -1.68
C 0.29 1.51 4.59
C 0.76 1.47 3.22
N 1.15 1.50 2.15
H -0.47 2.28 4.71
H 1.07 1.67 5.33
H -0.30 0.65 4.90
C -0.32 1.39 -4.46
C -0.42 1.72 -3.03
N -0.50 1.98 -1.92
H 0.51 0.71 -4.63
H -0.17 2.37 -4.91
H -1.24 0.98 -4.86
C 3.63 -2.85 1.34
C 2.87 -1.67 0.95
N 2.28 -0.73 0.67
H 4.63 -2.59 1.66
H 3.68 -3.36 0.38
H 3.16 -3.39 2.16
*
```

***

# 9
Here is a molecular structure, C10H15Cl2N3NiPS5 in a non-equilibrium geometry from the Open Molecules 2025 dataset. Energies are from ωB97M-V/def2-TZVPD.

The LUMO energy (alpha / beta) comes out at -3.0 / -4.6 eV. The calculation puts the HOMO energy (alpha / beta) at -0.36229 / -0.39453 hartree. For the HOMO-LUMO gap (alpha / beta), the calculation gives 6.889 / 6.180 eV. The value obtained for the calculated total energy is -5315.0334 hartree. Its energy above the lowest of the compared OMol25 structures with the same formula, charge and spin is 0.0 kcal per mole.

ORCA input file:
```
! wB97M-V def2-TZVPD RIJCOSX def2/J DEFGRID3
* xyz 1 3
Ni -1.74 0.07 0.30
S -7.98 1.97 -2.26
C -6.52 1.49 -1.81
S -6.38 0.27 -0.64
C -4.67 0.31 -0.40
C -3.98 1.12 -1.33
S -2.28 1.42 -1.42
S -4.95 2.10 -2.35
S -3.83 -0.44 0.85
Cl -0.87 -3.25 2.17
C -2.14 -2.53 3.24
Cl -1.71 -0.83 3.43
H -2.12 -2.96 4.21
H -3.11 -2.58 2.74
C 3.28 1.28 0.38
N 2.51 1.42 -0.94
C 2.88 0.21 -1.80
N 2.69 -1.01 -1.17
C 3.40 -1.09 0.14
N 3.03 0.02 1.00
C 1.68 -0.16 1.54
P 0.45 -0.14 0.14
C 1.02 1.43 -0.65
C 1.25 -1.26 -0.97
H 2.89 2.10 1.05
H 4.37 1.51 0.14
H 2.72 2.24 -1.39
H 3.93 0.28 -2.09
H 2.29 0.32 -2.76
H 4.49 -1.12 -0.06
H 3.10 -1.93 0.67
H 1.26 0.59 2.23
H 1.72 -1.10 2.10
H 0.85 2.39 -0.07
H 0.54 1.46 -1.58
H 0.82 -1.27 -1.96
H 1.10 -2.32 -0.68
*
```

***

# 10
Here is a molecular structure, C10H15ClFNdTc in a non-equilibrium geometry from the Open Molecules 2025 dataset. Energies are from ωB97M-V/def2-TZVPD.

The LUMO energy (alpha / beta) comes out at -1.8 / -2.4 eV. The calculation puts the HOMO energy (alpha / beta) at -0.28944 / -0.28855 hartree. For the HOMO-LUMO gap (alpha / beta), the calculation gives 6.115 / 5.462 eV. The value obtained for the calculated total energy is -1592.0491 hartree.

ORCA input file:
```
! wB97M-V def2-TZVPD RIJCOSX def2/J DEFGRID3
* xyz 0 7
Nd 0.32 -0.45 -0.29
Cl 1.67 -2.36 0.65
C 1.91 0.14 -1.95
H 2.35 1.13 -1.79
H 1.46 0.09 -2.94
H 2.72 -0.61 -1.87
Tc -2.73 -1.69 -1.62
C -3.44 -2.32 0.24
C -2.31 -3.12 -3.09
C -1.97 0.09 -1.84
H -2.33 -2.69 -4.11
H -1.33 -3.60 -2.98
H -3.06 -3.93 -3.09
H -3.97 -1.49 0.74
H -4.17 -3.15 0.16
H -2.67 -2.67 0.95
H -1.29 0.54 -2.60
H -2.07 0.93 -1.10
F 3.03 3.77 4.07
C 2.39 2.96 3.16
C 2.11 1.65 3.53
C 1.49 0.81 2.58
C 1.15 1.33 1.35
C 1.44 2.62 0.97
C 2.08 3.47 1.91
H 2.38 1.27 4.51
H 1.31 -0.25 2.82
H 1.21 3.00 -0.03
H 2.33 4.50 1.65
*
```

***

# 11
Here is 2 unconnected molecules or ions with the total composition C10H15ClN4 in a non-equilibrium geometry from the Open Molecules 2025 dataset. Energies are from ωB97M-V/def2-TZVPD.

The LUMO energy comes out at -10.6 eV. The calculation puts the HOMO energy at -0.58959 hartree. For the HOMO-LUMO gap, the calculation gives 5.467 eV. The value obtained for the calculated total energy is -1068.3420 hartree. Its energy above the lowest of the compared OMol25 structures with the same formula, charge and spin is 49.2 kcal per mole.

ORCA input file:
```
! wB97M-V def2-TZVPD RIJCOSX def2/J DEFGRID3
* xyz 2 1
C 2.09 -0.83 0.65
C 3.42 -0.53 0.95
C 2.23 0.38 -1.37
C 1.45 -0.31 -0.46
C 4.14 0.09 -0.11
C -0.62 -1.75 -0.73
C -0.27 -1.39 -2.05
C -2.89 1.82 0.83
C -3.30 0.55 0.25
C -1.28 0.28 2.00
N 3.48 0.57 -1.18
N -0.76 0.62 -0.94
N 0.06 -0.45 -0.86
N -1.97 0.77 0.83
Cl 5.77 0.58 -0.09
H 1.43 -1.28 1.43
H 3.89 -0.66 1.81
H 1.86 0.86 -2.28
H -1.67 -1.75 -0.38
H -0.07 -2.44 -0.18
H 0.61 -1.71 -2.65
H -1.01 -0.85 -2.76
H -2.70 2.67 0.11
H -3.26 2.18 1.76
H -3.84 -0.25 0.63
H -3.25 0.50 -0.82
H -2.11 0.09 2.80
H -0.55 -0.40 1.64
H -0.64 1.19 2.32
H -0.24 1.46 -1.13
*
```

***

# 12
Here is a molecular structure, C10H15ClNO6P2Y in a non-equilibrium geometry from the Open Molecules 2025 dataset. Energies are from ωB97M-V/def2-TZVPD.

The LUMO energy comes out at 5.0 eV. The calculation puts the HOMO energy at 0.01338 hartree. For the HOMO-LUMO gap, the calculation gives 4.603 eV. The value obtained for the calculated total energy is -2077.7813 hartree. Its energy above the lowest of the compared OMol25 structures with the same formula, charge and spin is 13.3 kcal per mole.

ORCA input file:
```
! wB97M-V def2-TZVPD RIJCOSX def2/J DEFGRID3
* xyz -2 1
Y 0.95 -0.10 -0.32
N -0.46 2.61 1.72
C 0.87 2.63 2.32
C 1.00 3.70 3.41
P 1.27 0.99 3.04
O 0.16 0.79 4.22
O 2.62 1.05 3.68
O 0.96 -0.07 2.02
P 2.07 2.99 0.97
O 3.50 2.88 1.71
O 1.90 4.38 0.47
O 1.94 1.83 -0.01
H -0.92 3.51 1.79
H -1.07 1.88 2.07
H -0.80 1.34 -0.58
H 0.26 3.53 4.20
H 0.83 4.68 2.96
H 2.00 3.71 3.85
H 0.59 1.02 5.05
H 3.49 2.15 2.38
Cl 2.64 -3.24 -0.46
C 3.06 -1.43 -0.65
H 3.67 -1.41 -1.56
H 3.73 -1.24 0.19
C -0.97 0.41 -1.19
C -2.18 0.55 -1.91
C -3.02 1.71 -1.84
C -4.21 1.82 -2.54
C -4.67 0.79 -3.37
C -3.87 -0.36 -3.47
C -2.69 -0.48 -2.77
H -2.69 2.52 -1.21
H -4.79 2.73 -2.44
H -5.59 0.88 -3.92
H -4.19 -1.18 -4.11
H -2.09 -1.38 -2.87
*
```